# 1
Entry from the OMol25 dataset: a 8-piece molecular cluster, C55H67BrN2O3P overall at a distorted geometry (ωB97M-V/def2-TZVPD).

Values from the calculation:
* max |F|: 7.60 eV/A
* charge: +1
* HOMO: -10.03 eV
* gap between HOMO and LUMO: 6.1 eV

Each line ends with the Löwdin charge.
Atoms and positions in Å:
C  -1.693  0.873  0.928  -0.097
C  -2.424  1.797  -0.234  -0.234
O  -3.799  2.140  0.159  -0.213
C  -4.805  1.330  -0.546  -0.191
C  -5.496  0.166  0.407  -0.160
C  -7.044  0.496  0.836  -0.191
C  -8.008  -0.815  1.032  -0.210
C  -7.851  -1.588  2.468  -0.112
C  -6.323  -2.030  2.863  -0.020
N  -5.658  -1.628  4.189  0.087
C  -4.283  -2.265  4.187  -0.340
P  -2.900  -2.237  5.512  0.566
O  -1.698  -3.409  5.003  -0.402
Br  -1.814  -0.234  5.550  0.357
C  -3.996  -3.097  2.797  0.054
N  -5.327  -2.897  2.089  -0.054
C  -5.508  -3.563  0.743  -0.153
C  -4.165  -3.566  -0.210  -0.146
C  -4.663  -3.575  -1.804  -0.211
O  -5.857  -4.432  -2.018  -0.145
H  -0.698  1.393  1.321  0.082
H  -1.367  -0.170  0.497  0.069
H  -2.398  0.738  1.856  0.067
H  -1.818  2.825  -0.249  0.135
H  -2.331  1.357  -1.319  0.123
H  -4.433  0.821  -1.531  0.124
H  -5.687  2.062  -0.846  0.129
H  -4.866  0.171  1.421  0.114
H  -5.332  -0.884  -0.090  0.085
H  -7.087  1.183  1.785  0.130
H  -7.511  1.118  -0.070  0.110
H  -9.130  -0.405  1.000  0.133
H  -7.934  -1.536  0.084  0.115
H  -8.326  -0.895  3.294  0.137
H  -8.503  -2.587  2.460  0.144
H  -6.081  -1.026  4.954  0.178
H  -2.139  -4.238  4.641  0.063
H  -3.037  -3.681  2.446  0.143
H  -6.355  -3.038  0.132  0.105
H  -5.856  -4.692  0.884  0.163
H  -3.437  -2.660  -0.009  0.126
H  -3.615  -4.586  -0.043  0.091
H  -4.951  -2.496  -2.194  0.127
H  -3.789  -4.010  -2.484  0.142
H  -6.653  -3.827  -2.220  0.119
C  2.735  2.653  3.557  -0.087
C  1.840  1.602  3.755  -0.095
C  0.577  1.853  4.291  -0.146
C  0.206  3.157  4.620  -0.094
C  1.100  4.208  4.418  -0.087
C  2.366  3.956  3.891  -0.084
H  3.721  2.457  3.142  0.103
H  2.127  0.587  3.493  0.102
H  -0.118  1.033  4.452  -0.054
H  -0.780  3.353  5.033  0.098
H  0.809  5.225  4.673  0.103
H  3.064  4.775  3.739  0.083
C  5.684  6.252  2.721  -0.094
C  7.038  6.147  2.400  -0.114
C  7.923  7.160  2.769  -0.122
C  7.457  8.273  3.467  -0.087
C  6.104  8.377  3.791  -0.089
C  5.217  7.369  3.415  -0.094
H  4.994  5.465  2.430  0.089
H  7.402  5.276  1.862  0.104
H  8.976  7.081  2.513  0.108
H  8.147  9.060  3.759  0.105
H  5.741  9.244  4.337  0.102
H  4.162  7.452  3.662  0.096
C  -1.699  -6.716  -1.002  -0.107
C  -0.787  -5.878  -0.360  -0.112
C  0.582  -6.119  -0.473  -0.092
C  1.040  -7.193  -1.237  -0.082
C  0.128  -8.028  -1.882  -0.080
C  -1.241  -7.793  -1.761  -0.088
H  -2.766  -6.530  -0.911  0.083
H  -1.144  -5.037  0.230  0.079
H  1.292  -5.470  0.033  0.102
H  2.107  -7.378  -1.329  0.107
H  0.485  -8.864  -2.478  0.099
H  -1.951  -8.447  -2.259  0.097
C  -8.103  3.664  -4.452  -0.086
C  -7.432  2.517  -4.030  -0.097
C  -8.056  1.623  -3.160  -0.121
C  -9.356  1.871  -2.720  -0.108
C  -10.029  3.017  -3.145  -0.091
C  -9.401  3.915  -4.007  -0.085
H  -7.615  4.362  -5.127  0.105
H  -6.421  2.319  -4.379  0.101
H  -7.530  0.732  -2.827  0.087
H  -9.845  1.172  -2.046  0.093
H  -11.043  3.210  -2.803  0.103
H  -9.923  4.811  -4.334  0.105
C  7.872  9.285  -2.373  -0.097
C  7.332  9.073  -1.105  -0.086
C  7.714  7.957  -0.361  -0.083
C  8.643  7.056  -0.883  -0.088
C  9.186  7.271  -2.150  -0.093
C  8.797  8.382  -2.897  -0.095
H  7.572  10.154  -2.953  0.100
H  6.613  9.778  -0.696  0.101
H  7.288  7.788  0.624  0.066
H  8.944  6.189  -0.302  0.080
H  9.911  6.570  -2.555  0.090
H  9.216  8.546  -3.886  0.100
C  10.861  3.689  0.445  -0.099
C  11.251  4.454  -0.654  -0.108
C  11.652  3.828  -1.834  -0.093
C  11.653  2.436  -1.918  -0.094
C  11.259  1.670  -0.821  -0.097
C  10.867  2.296  0.362  -0.097
H  10.552  4.177  1.366  0.097
H  11.244  5.539  -0.590  0.092
H  11.963  4.425  -2.687  0.101
H  11.961  1.948  -2.839  0.101
H  11.259  0.585  -0.888  0.100
H  10.566  1.699  1.219  0.099
C  -0.028  -13.740  -4.117  -0.092
C  0.265  -13.032  -5.282  -0.093
C  -0.153  -11.709  -5.420  -0.095
C  -0.857  -11.090  -4.387  -0.109
C  -1.147  -11.796  -3.220  -0.105
C  -0.736  -13.122  -3.086  -0.095
H  0.296  -14.772  -4.012  0.102
H  0.820  -13.513  -6.085  0.103
H  0.069  -11.160  -6.331  0.101
H  -1.179  -10.057  -4.492  0.093
H  -1.694  -11.313  -2.414  0.094
H  -0.967  -13.674  -2.179  0.101

---

# 2
Entry from the OMol25 dataset: a 2-piece molecular cluster, C5H5N overall at a distorted geometry (ωB97M-V/def2-TZVPD).

Values from the calculation:
* max |F|: 4.71 eV/A
* HOMO (spin up / spin down): -7.85 / -7.86 eV
* energy relative to the best compared isomer or geometry (same formula, charge and spin): 11.3091 eV
* gap between HOMO and LUMO (spin up / spin down): 7.9 / 7.9 eV

Each line ends with the Löwdin charge.
Atoms and positions in Å:
C  -1.741  -0.765  0.714  -0.111
C  -2.359  -2.662  -0.484  -0.027
C  -0.941  0.270  0.232  -0.309
C  1.441  0.063  0.087  -0.060
C  0.182  0.692  -0.516  -0.192
N  -1.878  0.525  1.131  0.197
H  1.555  0.625  0.999  0.080
H  2.260  0.272  -0.467  0.047
H  1.220  -0.897  0.479  0.082
H  0.199  0.073  -1.472  0.147
H  0.062  1.804  -0.703  0.145

---

# 3
Entry from the OMol25 dataset: C2H3N3O3 as an isolated structure at a distorted geometry (ωB97M-V/def2-TZVPD).

Values from the calculation:
* max |F|: 6.90 eV/A
* HOMO: -9.76 eV
* energy relative to the best compared isomer or geometry (same formula, charge and spin): 1.8757 eV
* gap between HOMO and LUMO: 10.1 eV

Each line ends with the Löwdin charge.
Atoms and positions in Å:
C  1.334  -0.124  0.038  -0.627
C  -0.449  0.785  -0.188  -0.282
H  -2.452  -1.691  -0.763  0.116
H  -1.943  -1.753  0.968  0.127
H  -0.790  2.522  0.486  0.125
N  -1.997  -1.254  0.056  0.095
N  -0.817  -0.583  -0.238  -0.077
N  0.849  1.079  0.013  0.220
O  0.455  -1.197  0.161  0.094
O  2.530  -0.335  -0.049  0.087
O  -1.280  1.815  0.064  0.122

---

# 4
Entry from the OMol25 dataset: C4H16N4 as an isolated structure at a distorted geometry (ωB97M-V/def2-TZVPD).

Values from the calculation:
* max |F|: 2.79 eV/A
* HOMO: -6.28 eV
* energy relative to the best compared isomer or geometry (same formula, charge and spin): 5.2433 eV
* gap between HOMO and LUMO: 7.1 eV

Each line ends with the Löwdin charge.
Atoms and positions in Å:
C  0.419  -0.391  1.632  -0.167
C  0.994  -2.450  0.536  -0.135
C  1.720  -0.067  -1.741  -0.106
N  1.157  -1.011  0.602  -0.137
N  0.547  -0.442  -0.967  -0.040
H  0.041  -1.211  -1.399  0.113
H  1.090  0.060  2.363  0.075
H  -0.344  -1.015  2.109  0.076
H  -0.216  0.493  1.151  0.076
H  -0.058  -2.777  0.542  0.083
H  1.488  -2.845  -0.354  0.073
H  1.484  -2.884  1.411  0.091
H  1.433  0.266  -2.741  0.084
H  2.226  0.749  -1.224  0.082
H  2.426  -0.897  -1.831  0.075
C  -2.527  1.059  -0.006  -0.191
N  -1.103  1.299  -0.048  -0.352
N  -0.849  2.715  -0.041  -0.048
H  -0.283  0.465  -0.714  0.072
H  0.145  2.845  -0.202  0.045
H  -1.046  3.088  0.892  0.052
H  -2.987  1.446  0.917  0.060
H  -3.055  1.525  -0.850  0.058
H  -2.701  -0.019  -0.037  0.060